This record from OMol25 describes a molecular structure, C20H61N5O8 at a distorted geometry. The level of theory is the ωB97M-V functional and the def2-TZVPD basis.

Last column: Löwdin charge in e.
Cartesian coordinates (Å):
1 O -0.781 3.435 0.635  -0.21
2 O -3.359 -3.609 -0.945  -0.20
3 O 5.241 -1.609 -1.565  -0.17
4 O -3.418 -2.043 1.658  -0.07
5 O -1.800 -0.994 3.398  -0.10
6 O 0.116 0.255 3.982  -0.01
7 O 4.185 2.676 -0.048  -0.11
8 O -1.656 -0.969 1.227  -0.27
9 N -2.832 1.150 2.604  0.06
10 N -0.264 1.117 -0.103  0.12
11 N 4.097 -2.040 0.927  0.04
12 N -4.356 -1.413 -2.499  0.05
13 N 3.138 3.523 -2.476  0.04
14 C -5.057 -2.708 -2.500  -0.44
15 C -0.522 -0.457 1.831  -0.26
16 C -3.467 2.091 0.440  -0.01
17 C 0.386 0.209 0.791  -0.37
18 C 2.808 2.476 -0.256  -0.26
19 C 4.551 1.621 0.924  -0.05
20 C 5.610 -1.355 -2.867  -0.13
21 C -1.291 2.732 1.777  -0.13
22 C -5.774 -2.779 -3.820  -0.08
23 C -2.209 -4.317 -0.620  -0.16
24 C -4.054 -3.856 -2.192  -0.15
25 C 4.121 -0.872 -1.243  -0.22
26 C 2.312 3.557 -1.296  -0.38
27 C 0.490 4.032 0.846  -0.08
28 C 0.963 3.286 -1.981  -0.06
29 C 1.561 0.962 1.356  -0.17
30 C -2.334 1.573 1.365  -0.41
31 C -1.589 -2.057 0.239  -0.03
32 C 2.120 -0.885 0.436  -0.13
33 C 3.297 -1.643 -0.188  -0.36
34 H 0.509 4.510 1.825  0.11
35 H -3.652 -1.498 -3.219  0.07
36 H -1.756 3.373 2.526  0.13
37 H 2.479 0.102 0.727  0.00
38 H 3.979 3.029 -2.213  0.06
39 H 2.689 1.489 -0.703  0.14
40 H -6.286 -3.739 -3.759  0.08
41 H -1.412 -4.406 -1.358  0.11
42 H 1.045 2.272 -2.374  0.08
43 H -5.219 -2.749 -4.758  0.08
44 H 6.468 -1.928 -3.221  0.09
45 H 4.525 -1.289 1.449  0.06
46 H 2.338 0.336 1.794  0.10
47 H 5.566 1.983 1.091  0.10
48 H 2.919 -2.599 -0.549  0.14
49 H -3.471 -3.854 -3.112  0.12
50 H 4.092 1.686 1.910  0.10
51 H 2.769 2.740 -2.996  0.06
52 H -0.522 2.191 2.328  0.09
53 H -4.129 1.271 0.164  0.08
54 H 0.905 -0.169 3.645  0.09
55 H 1.230 1.657 2.128  0.10
56 H -5.826 -2.840 -1.738  0.14
57 H -1.824 0.692 0.975  0.07
58 H 1.314 -0.681 -0.269  0.09
59 H 2.091 1.503 0.572  -0.02
60 H 0.835 4.760 0.111  0.09
61 H -2.646 -1.691 2.102  -0.02
62 H 4.494 0.073 -0.846  0.10
63 H 4.770 -1.695 -3.472  0.09
64 H 0.705 3.956 -2.801  0.09
65 H -0.896 0.124 2.674  0.03
66 H -3.579 0.475 2.524  0.10
67 H -2.146 -1.728 -0.639  0.10
68 H -0.524 1.982 0.350  -0.01
69 H 4.911 -2.287 0.382  0.06
70 H -1.211 0.813 -0.277  0.08
71 H -3.252 2.688 -0.446  0.08
72 H 0.147 3.334 -1.260  0.05
73 H 5.908 -0.340 -3.131  0.09
74 H -3.900 -2.504 2.345  0.07
75 H -2.514 -5.341 -0.402  0.10
76 H -4.666 -4.753 -2.094  0.12
77 H 0.432 1.064 4.385  0.12
78 H -2.263 -2.835 0.599  0.03
79 H -0.580 -2.467 0.215  0.12
80 H -2.098 0.601 3.028  0.01
81 H -2.446 -0.364 3.718  0.07
82 H 1.239 3.240 0.848  0.03
83 H -3.723 -1.431 -1.713  0.03
84 H 2.229 2.608 0.659  0.06
85 H 3.470 -0.677 -2.094  0.13
86 H 4.557 0.556 0.689  0.05
87 H 0.042 -1.239 2.338  0.15
88 H 1.738 -1.484 1.263  0.14
89 H -6.533 -1.998 -3.829  0.08
90 H -1.766 -3.884 0.277  0.05
91 H 0.769 -0.590 0.156  -0.02
92 H -3.987 2.861 1.011  0.08
93 H -0.964 -0.532 3.459  -0.06
94 H 2.390 4.540 -0.830  0.13

M ... 499.7 g mol⁻¹
Total energy ... -1673.20727 Eh
Gap between HOMO and LUMO ... 7.33 eV
Net charge ... 0
Energy relative to the best compared isomer or geometry (same formula, charge and spin) ... 2668.68 kJ/mol